[1]
This record from OMol25 describes a structure of composition C39H81NO15PS2 in a non-equilibrium geometry. The level of theory is the ωB97M-V functional and the def2-TZVPD basis.

Max |F| (hartree/bohr): 0.024
HOMO (Eh): -0.1961
Total energy (Ha): -3855.7286
Net charge: -1
LUMO energy (eV): 1.94

CARTESIAN COORDINATES (ANGSTROEM)
H -5.2796 1.5272 -0.3228
O -8.2314 3.2334 4.2363
H 0.6167 -4.4913 -5.0770
C -5.0500 0.8334 -2.3313
C 6.7882 -0.3829 -4.0270
H -5.2995 5.2571 1.1846
H 6.2562 -2.4381 2.0024
H -4.9297 0.3266 -4.4055
H 3.4609 2.8734 -3.9767
O 0.0227 2.6278 4.4544
H -4.0920 -2.3672 6.8570
H 0.3187 5.2993 2.2054
N -1.8304 3.4604 2.8635
H 0.6987 2.3263 1.9161
O -3.9518 2.3331 2.3407
H -4.2298 -4.3751 0.2574
C -3.1234 -5.4628 -1.2191
C -5.3586 1.1108 -3.7851
H -3.5234 -7.4168 -0.4282
H 9.9063 4.5941 -7.6508
C 0.8320 -3.7751 -1.6784
O -4.4125 -0.1388 -1.9983
C 5.9511 -2.0474 1.0289
C 3.1998 2.3142 1.3369
H 10.7689 4.2764 -6.1286
P -1.6143 0.5355 2.3005
H 4.6033 1.8089 -3.1432
H 0.0176 3.4491 0.7255
C 0.8236 3.3085 1.4550
C -8.0337 5.3904 1.9846
H -9.8773 0.7539 3.4154
H -5.4510 3.6601 0.4282
C 6.0861 -3.1061 -0.0230
H -2.0803 -1.8374 2.4858
H -9.0465 1.3303 1.9588
C 2.6861 0.8881 1.1150
O -7.9145 4.0107 0.0555
O 1.8897 1.4028 -1.7565
C 2.2282 3.3856 0.7811
H -4.9495 -6.5769 -1.0546
H 6.5746 -1.1946 0.7708
H 6.8737 -2.4250 -4.6720
H 4.0816 -1.0704 3.3200
C -3.1948 -4.6433 0.0418
C 3.1840 -0.6849 2.8181
C -7.3135 4.5325 0.9764
H -3.7596 -7.2625 -2.1841
H 2.7454 0.0800 3.4756
H 2.1625 3.3153 -0.3147
H -2.8920 -2.9894 8.0011
O 3.6318 -0.0769 1.6077
H -4.9389 2.0744 -4.0779
H -2.6124 -3.7322 -0.0715
C -8.2570 2.1085 3.7921
O 9.9801 1.8947 -6.1563
H -2.2702 -0.4637 0.1796
H 0.7913 -5.6876 -3.7722
H 7.2123 3.0839 -6.8044
C 8.2590 -0.0634 -3.9454
H -3.1853 -5.4393 6.9724
H -9.0934 5.4174 1.7349
C 3.6577 2.3455 -3.0412
H 6.7148 -2.1900 -2.9150
H -4.3851 -4.8134 5.8312
C 1.0306 -3.6459 -3.1664
H 5.4454 -5.0411 -0.6703
H -2.4496 -1.6938 6.8649
O -2.4892 -5.1049 -2.1844
C 0.6578 4.3328 2.5938
C -2.2348 0.5580 0.5787
H 7.7678 1.4600 -7.2537
S -2.7384 2.1755 3.1555
O -1.7245 -3.3975 5.1772
C 2.1934 -1.8232 2.5635
C 2.5622 1.3487 -2.7621
H 4.2059 -4.1062 0.1994
H 3.2857 -0.3066 -3.9040
C 9.8061 4.2187 -6.6310
C 9.3304 2.7855 -6.6504
H -0.2354 -3.7561 -1.4511
O 1.6634 -2.7355 -3.6464
H 1.5631 -0.3902 -3.4945
H 8.0298 2.8320 -8.3554
C -5.8476 4.3131 1.1969
H -2.9142 -5.6065 5.2230
H -6.6566 1.9010 -1.3821
H 8.6610 -0.3911 -2.9851
C -5.5690 1.8292 -1.3274
H 5.3148 -1.9251 -3.9765
C 2.3670 0.2691 -3.7955
C -9.4093 1.6213 2.9459
H -1.5861 1.1660 -0.0590
H -7.8975 4.9448 2.9686
H 8.4072 1.0080 -4.0535
H -0.6841 -4.7131 -3.8783
H 1.3299 -2.9524 -1.1691
C -2.4446 -0.9427 3.0090
C 0.3957 -4.7042 -4.0331
H 1.2422 -4.7242 -1.3275
H 2.1256 0.7224 -4.7599
H 9.0847 4.8445 -6.1034
H 3.7112 3.0650 -2.2252
H 2.5759 0.7201 0.0266
H 1.5903 4.4317 3.1680
H 8.7989 -0.5750 -4.7433
C -3.0346 -2.6020 6.9904
S -0.5583 3.8000 3.8099
H -10.1445 2.4156 2.8364
H -3.2572 0.9594 0.5520
H -3.5399 -0.8596 2.9049
H -7.6398 6.4083 1.9958
C 6.3957 -1.8275 -3.8922
H 1.1756 -1.4408 2.4137
H 5.5372 -4.8499 1.0964
O 6.8057 -2.9554 -0.9875
C 7.9988 2.5210 -7.3095
H 4.9119 -1.7147 1.0831
C -2.5996 -3.6301 5.9745
O -0.8304 4.9514 4.6551
H 2.1505 -2.5112 3.4177
C 5.2663 -4.3605 0.1595
C -3.3171 -4.9610 6.0003
H 1.7254 0.7188 1.6110
C -3.8885 -6.7663 -1.2247
H 2.6484 4.3763 1.0153
H -6.3609 1.6148 4.6484
H -6.4388 1.1459 -3.9375
O -2.9624 1.8618 4.5580
H -7.5069 0.2526 4.5564
O 5.9613 0.4918 -4.1888
H -6.6841 0.8310 3.0948
H -5.1572 2.8182 -1.5328
H 4.1727 2.3971 0.8264
C -7.1292 1.1395 4.0427
H -2.8053 -5.2208 0.8832
H -2.1885 -0.9864 4.0708
H 2.4905 -2.3896 1.6716
H -5.6841 3.8414 2.1651
H 3.3807 2.5016 2.4080

[2]
This record from OMol25 describes the ion C4H13BNO with charge +1 in a non-equilibrium geometry. The level of theory is the ωB97M-V functional and the def2-TZVPD basis.

Max |F| (hartree/bohr): 0.116
HOMO (alpha / beta) (Eh): -0.3043 / -0.5436
Total energy (Ha): -314.5715
Multiplicity: 3
Net charge: +1
LUMO energy (alpha / beta) (eV): -3.27 / -8.26

CARTESIAN COORDINATES (ANGSTROEM)
H 3.5559 0.1428 0.5758
H -0.4411 2.6146 -0.5038
H -2.2761 2.3800 -0.6391
C -1.3628 2.1606 -0.2031
C 1.4355 0.7240 0.2845
H 2.5974 -1.2483 0.2398
C -0.3743 -1.6668 -0.0118
N -1.8974 -1.6756 -0.0510
H -2.2354 -1.8958 -0.9559
H -0.0792 -2.1458 -0.9320
C 2.6712 -0.2442 0.0232
H -2.4230 -2.3017 0.6220
O -1.2106 0.7213 -0.0666
H 1.3383 1.4977 -0.4957
B -0.0080 0.1226 0.0792
H 1.5475 1.0019 1.2992
H 0.0080 -2.2708 0.8668
H 2.9194 0.0969 -1.0369
H -2.2104 -0.7138 0.1073
H -1.5550 2.7004 0.7981

[3]
This record from OMol25 describes a structure of composition C6H6N in a non-equilibrium geometry. The level of theory is the ωB97M-V functional and the def2-TZVPD basis.

Max |F| (hartree/bohr): 0.043
HOMO (Eh): -0.5729
Total energy (Ha): -286.4521
Net charge: +1
LUMO energy (eV): -4.76

CARTESIAN COORDINATES (ANGSTROEM)
C 0.0930 0.9354 -0.6503
H 1.0440 -0.8878 1.8251
H -1.0124 0.7545 1.3875
C 0.0064 -0.5771 -0.4923
C -0.9195 0.4883 0.3492
H 2.3743 1.2195 0.0411
N 1.4451 -0.7852 -0.3884
H -0.1113 1.4964 -1.5483
H -2.0125 -0.5863 -1.2712
C 0.9714 -0.4398 0.8582
C 1.4616 0.6548 -0.0299
C -1.4643 -0.7382 -0.3453
H -1.8759 -1.5345 0.2647

[4]
This record from OMol25 describes a structure of composition CH6N3O6P2 in a non-equilibrium geometry. The level of theory is the ωB97M-V functional and the def2-TZVPD basis.

Max |F| (hartree/bohr): 0.056
HOMO (Eh): -0.1991
Total energy (Ha): -1340.4497
Net charge: -1
LUMO energy (eV): 3.37

CARTESIAN COORDINATES (ANGSTROEM)
P -1.8129 0.0995 1.4291
P -0.3802 0.8137 -0.8740
O -2.4564 -1.0288 2.1016
O -1.5159 -0.1767 -0.0622
H 1.7636 -2.3146 -0.8617
C 1.8982 -0.3814 -0.3396
H 0.4929 -1.7755 0.0274
H 0.1543 1.0742 1.2623
H 3.6301 -1.1968 -0.2700
N 1.0674 0.7637 -0.2098
H -0.1681 -0.6923 -2.5394
O -2.7670 1.3840 1.5094
H -2.5739 2.2542 1.1437
O -0.4391 0.2083 -2.3258
O -0.4271 0.5363 2.0305
N 1.1517 -1.5470 -0.6856
N 3.1617 -0.2582 -0.3315
O -0.7794 2.2375 -1.0045

Q: What is the total energy in the fourth record?
A: -1340.4497 Ha